(1)
{
  "formula": "C32H32I3N5O10P2S3W",
  "method": "ωB97M-V with the def2-TZVPD basis set",
  "elements": ["W", "C", "C", "O", "P", "O", "O", "O", "P", "O", "O", "O", "H", "H", "H", "H", "H", "H", "H", "I", "C", "C", "C", "I", "C", "C", "C", "C", "N", "C", "C", "O", "H", "H", "H", "H", "S", "C", "S", "C", "N", "N", "C", "C", "C", "C", "C", "C", "S", "H", "H", "H", "H", "H", "I", "C", "C", "C", "C", "C", "C", "C", "O", "O", "H", "H", "H", "H", "C", "C", "N", "C", "C", "N", "C", "C", "H", "H", "H", "H", "H", "H", "H", "H", "H", "H", "H", "H"],
  "positions_angstrom": [[0.0285, -0.2018, 0.2231], [-1.6569, 4.6804, 0.9821], [-1.2953, 3.6730, -0.1002], [-1.5006, 4.2634, -1.3611], [-2.3656, 2.1511, 0.0594], [-2.8821, 2.0159, 1.5454], [-3.7430, 2.5219, -0.6187], [-1.8100, 0.8859, -0.5628], [0.3967, 2.9352, 0.0854], [0.4422, 2.4459, -1.4415], [1.5967, 3.6989, 0.4344], [-0.0586, 1.7302, 1.0128], [-2.7069, 4.9654, 0.9068], [-1.0371, 5.5659, 0.8452], [-1.4677, 4.2761, 1.9773], [-1.0173, 3.7344, -2.0107], [-2.1993, 1.7982, 2.1917], [-3.8972, 2.0916, -1.4691], [1.3525, 2.4769, -1.7721], [-3.3819, -3.4161, -1.8614], [-3.3602, -2.6245, 0.0551], [-4.4062, -2.8733, 0.9813], [-4.3803, -2.3610, 2.2473], [-5.9525, -2.8142, 3.5467], [-3.3068, -1.5388, 2.6769], [-3.1169, -0.9662, 3.9464], [-1.9985, -0.2171, 4.1807], [-1.0595, -0.0007, 3.1617], [-1.2205, -0.4984, 1.9697], [-2.3061, -1.2725, 1.7298], [-2.3097, -1.8346, 0.4336], [-1.2379, -1.5885, -0.2732], [-5.2405, -3.4900, 0.6760], [-3.8403, -1.1326, 4.7359], [-1.8234, 0.2163, 5.1566], [-0.1581, 0.5805, 3.3071], [4.5873, 2.2328, -4.6529], [3.1745, 1.4587, -4.2998], [2.8789, 0.6609, -2.7828], [1.2287, 0.2739, -3.2612], [0.9390, 0.7209, -4.4308], [2.0251, 1.3477, -5.0211], [1.7876, 1.8904, -6.3291], [2.7484, 1.7998, -7.3236], [2.4757, 2.3244, -8.5794], [1.2537, 2.9257, -8.8436], [0.2918, 2.9931, -7.8445], [0.5549, 2.4752, -6.5861], [0.1068, -0.6684, -2.3311], [3.6948, 1.3222, -7.1203], [3.2255, 2.2545, -9.3578], [1.0480, 3.3341, -9.8257], [-0.6695, 3.4514, -8.0436], [-0.1909, 2.5034, -5.8036], [8.0230, 1.7183, 3.1149], [6.0891, 1.3235, 2.4432], [5.1561, 0.7750, 3.3193], [3.8858, 0.4764, 2.8652], [3.5341, 0.7193, 1.5257], [4.4766, 1.3069, 0.6679], [5.7474, 1.6002, 1.1239], [2.2663, 0.3359, 1.0375], [1.3386, -0.3220, 1.7080], [1.8535, 0.4441, -0.2163], [5.4243, 0.5828, 4.3497], [3.1479, 0.0532, 3.5355], [4.1939, 1.5348, -0.3541], [6.4719, 2.0478, 0.4555], [1.2070, -3.2036, 1.4784], [1.8968, -4.5964, 1.5060], [2.4866, -4.9093, 0.2071], [3.4180, -3.8438, -0.1591], [2.6751, -2.4858, -0.2897], [1.2563, -2.6191, 0.1179], [0.6261, -3.6136, -0.7910], [1.4202, -4.9458, -0.7903], [1.6937, -2.5171, 2.1604], [0.1545, -3.2770, 1.7605], [1.1825, -5.3836, 1.7549], [2.6875, -4.6125, 2.2575], [3.9001, -4.1125, -1.1001], [4.1919, -3.7861, 0.6080], [2.6761, -2.1182, -1.3136], [3.1556, -1.7449, 0.3378], [0.5745, -3.1757, -1.7805], [-0.3908, -3.7771, -0.4473], [1.8711, -5.1326, -1.7663], [0.7606, -5.7854, -0.5627]],
  "lowdin_charge": [1.686, -0.051, -0.576, -0.028, 0.553, -0.084, -0.071, -0.386, 0.442, -0.188, -0.230, -0.458, 0.093, 0.096, 0.084, 0.089, 0.061, 0.108, 0.060, 0.976, -0.629, -0.197, -0.662, 0.930, -0.196, -0.013, -0.016, -0.114, -0.010, -0.142, -0.417, -0.403, 0.083, 0.079, 0.118, 0.126, 0.587, -1.103, 0.996, -1.001, 0.024, -0.143, -0.210, -0.047, -0.077, -0.092, -0.082, -0.021, 0.706, 0.084, 0.105, 0.101, 0.103, 0.107, 0.885, -0.727, -0.142, 0.005, -0.143, 0.017, -0.126, -0.489, -0.175, -0.304, 0.095, 0.122, 0.099, 0.102, -0.142, -0.147, -0.160, -0.140, -0.135, -0.196, -0.175, -0.143, 0.103, 0.115, 0.117, 0.115, 0.118, 0.117, 0.102, 0.101, 0.061, 0.086, 0.119, 0.117],
  "de_lowest_ev": 1.173,
  "s2": 2.03,
  "homo_lumo_gap_ev": [5.1, 6.1],
  "e_homo_ha": [-0.231, -0.278],
  "multiplicity": 3,
  "lumo_ev": [-1.15, -1.48]
}

=====

(2)
{
  "formula": "C6H8N4O4",
  "method": "ωB97M-V with the def2-TZVPD basis set",
  "elements": ["C", "C", "C", "C", "C", "C", "N", "N", "N", "N", "O", "O", "O", "O", "H", "H", "H", "H", "H", "H", "H", "H"],
  "positions_angstrom": [[3.0440, -0.9999, 0.2341], [3.2147, 0.2119, -0.3992], [1.0963, 0.1507, 0.5231], [-1.5176, 0.1898, -1.1399], [-2.2956, 1.3535, -0.4775], [-1.7211, -0.2724, 0.9936], [1.8003, -1.0017, 0.7851], [2.0167, 0.9421, -0.1784], [-1.6099, -0.7708, -0.1581], [-2.1193, 0.9399, 1.0150], [1.8477, 2.1198, -0.6969], [-0.9357, -2.0227, -0.3087], [-2.7914, 1.5762, 1.9145], [1.1314, -2.1530, 1.1838], [3.6612, -1.8595, 0.1326], [4.1237, 0.7038, -0.8381], [-1.9654, -0.0842, -2.0743], [-0.4382, 0.3931, -1.3924], [-2.1139, 2.3958, -0.7384], [-3.3181, 1.1374, -0.7462], [-1.3402, -0.8623, 1.7889], [0.2304, -2.0877, 0.5773]],
  "lowdin_charge": [-0.158, -0.106, -0.016, -0.185, -0.039, -0.186, -0.227, -0.343, -0.238, -0.263, -0.310, -0.249, -0.290, -0.118, 0.063, 0.088, 0.091, 0.119, 0.105, 0.082, 0.145, 0.035],
  "charge": -2,
  "homo_lumo_gap_ev": 5.8,
  "e_homo_ha": 0.024,
  "lumo_ev": 6.50
}

=====

no.,energy (a.u.)
1,-5102.525616
2,-753.064310